[1]
Here is an isolated molecule of C4H8S from the OMol25 dataset. Energies are from ωB97M-V with the def2-TZVPD basis set.

Geometry as ORCA input:
```
! RIJCOSX wB97M-V def2-TZVPD def2/J DEFGRID3
* xyz 0 1
H -0.70157 -0.78478 -1.36454
H 1.01584 -0.81105 -0.91008
C -0.85728 1.74433 -0.74057
S 1.50372 -0.98998 1.73735
H -0.97058 -0.85110 1.44968
C 0.08467 0.90059 -0.41614
H -0.34552 -2.38113 0.67110
H 0.71130 1.11522 0.48372
C -0.06497 -1.29259 0.81841
H -1.05012 2.63685 -0.12823
C 0.07781 -0.59292 -0.54871
H -1.42298 1.56767 -1.71997
H 2.01969 -0.26112 0.66797
*
```

- HOMO: -9.12 eV
- Energy relative to the best compared isomer or geometry (same formula, charge and spin): 1.502 eV
- LUMO energy: 1.00 eV
- Calculated total energy: -555.31473 Eh
- Molecular weight: 88.18 g/mol



[2]
Here is a structure of composition C4H8S2 from the OMol25 dataset. Energies are from ωB97M-V with the def2-TZVPD basis set.

Geometry as ORCA input:
```
! RIJCOSX wB97M-V def2-TZVPD def2/J DEFGRID3
* xyz 0 1
H -1.69928 -1.42450 0.29884
C 0.96925 1.25174 1.14325
C -1.07483 -0.37537 0.62026
H -1.14457 -1.25120 -1.33791
H 2.17459 1.10397 1.12286
H 0.61477 2.28283 0.78981
C -0.13624 -0.90059 -2.09797
H 0.47428 0.80469 2.00462
H 1.10270 -0.82901 0.56330
C 0.42696 0.04956 0.30818
H -0.94569 -0.46093 1.71564
S 1.07917 0.36670 -1.40864
S 0.17868 -1.11326 -3.71697
H -2.01978 0.49538 -0.00528
*
```

- HOMO: -8.40 eV
- Energy relative to the best compared isomer or geometry (same formula, charge and spin): 5.227 eV
- LUMO energy: -0.32 eV
- Calculated total energy: -953.39454 Eh
- Molecular weight: 120.24 g/mol



[3]
Here is a cluster of 2 separate species, C4H8S2 in total from the OMol25 dataset. Energies are from ωB97M-V with the def2-TZVPD basis set.

Geometry as ORCA input:
```
! RIJCOSX wB97M-V def2-TZVPD def2/J DEFGRID3
* xyz 0 1
C 2.81211 -0.45921 0.39184
H -1.06100 -0.61403 -0.47916
H 1.30767 -1.28592 -0.96706
H -2.79137 1.85254 0.27315
C 1.51219 -0.41131 -0.34120
H 2.95968 0.43809 0.99918
H 3.63665 -0.56209 -0.32255
C -2.40043 0.85520 0.49116
S -3.47849 -0.52413 0.04822
S 0.42913 0.78222 -0.28598
H -1.96759 0.46925 -1.64318
H -1.88638 0.76380 1.44660
C -1.91076 0.04075 -0.64682
H 2.83860 -1.34518 1.03579
*
```

- HOMO: -8.15 eV
- Energy relative to the best compared isomer or geometry (same formula, charge and spin): 2.744 eV
- LUMO energy: -0.19 eV
- Calculated total energy: -953.48580 Eh
- Molecular weight: 120.24 g/mol



[4]
Here is an isolated molecule of C4H8S2Se from the OMol25 dataset. Energies are from ωB97M-V with the def2-TZVPD basis set.

Geometry as ORCA input:
```
! RIJCOSX wB97M-V def2-TZVPD def2/J DEFGRID3
* xyz 0 1
C 2.27300 0.98228 0.48618
C 0.42790 -1.42123 0.07520
Se 2.01623 -0.51733 -0.75940
C -1.81318 -0.12349 0.11262
S -3.43525 0.39174 -0.48631
H -1.13034 -1.46973 -1.33715
H 0.06931 1.77615 0.28746
H -3.25490 0.25855 -1.84304
S 1.22448 2.40563 -0.03526
H 0.55258 -2.37415 -0.26541
H 0.52533 -1.35740 1.10563
H 1.88455 0.71387 1.38509
H 3.25394 1.36474 0.60104
C -0.97849 -1.07652 -0.32112
H -1.61516 0.44689 0.99445
*
```

- HOMO: -8.35 eV
- Energy relative to the best compared isomer or geometry (same formula, charge and spin): 0.000 eV
- LUMO energy: 0.54 eV
- Calculated total energy: -3354.93686 Eh
- Molecular weight: 199.20 g/mol



[5]
Here is an isolated molecule of C4H9B from the OMol25 dataset. Energies are from ωB97M-V with the def2-TZVPD basis set.

Geometry as ORCA input:
```
! RIJCOSX wB97M-V def2-TZVPD def2/J DEFGRID3
* xyz 0 1
B -0.22420 0.31287 0.01962
C -1.49073 0.08110 -0.85833
H 1.38918 -2.88335 1.28753
H -1.67196 1.08818 -1.41445
C 0.19825 -1.17711 1.00881
H -1.25759 -0.58699 -1.71055
H 0.70893 1.73794 -1.10446
H 1.70934 -1.86646 -0.23399
C 0.62192 1.63128 0.05062
H -0.49301 -1.19126 1.92027
H 0.08162 2.43750 0.48090
C 1.13715 -2.00015 0.67385
H 1.58123 1.73715 0.44850
H -2.42426 -0.02276 -0.32464
*
```

- HOMO: -9.31 eV
- Energy relative to the best compared isomer or geometry (same formula, charge and spin): 0.964 eV
- LUMO energy: 0.64 eV
- Calculated total energy: -182.58266 Eh
- Molecular weight: 67.93 g/mol



[6]
Here is a structure of composition C4H9BN2 from the OMol25 dataset. Energies are from ωB97M-V with the def2-TZVPD basis set.

Geometry as ORCA input:
```
! RIJCOSX wB97M-V def2-TZVPD def2/J DEFGRID3
* xyz 0 1
H 1.60682 -2.11143 0.23724
H -2.11957 2.02717 -0.74569
N -0.99062 0.22214 -1.29236
C -2.15389 1.04496 -1.20355
H 2.58086 0.31097 1.96220
H 0.76020 -1.43821 1.69779
H 1.03483 1.92040 -0.92897
C 1.43602 -1.25215 0.87223
N 1.34770 0.01505 0.23385
C 2.50659 -0.23513 1.02776
B 0.71364 0.85610 -0.60162
H -2.81292 0.98208 -2.06608
H -2.54023 -1.05960 -0.58879
H 3.45047 -0.36282 0.51274
H -1.83937 -0.00475 0.72044
C -1.99560 -0.15308 -0.34469
*
```

- HOMO: -8.06 eV
- Energy relative to the best compared isomer or geometry (same formula, charge and spin): 2.965 eV
- LUMO energy: 0.80 eV
- Calculated total energy: -292.07177 Eh
- Molecular weight: 95.94 g/mol



[7]
Here is an isolated molecule of C4H9BN2 from the OMol25 dataset. Energies are from ωB97M-V with the def2-TZVPD basis set.

Geometry as ORCA input:
```
! RIJCOSX wB97M-V def2-TZVPD def2/J DEFGRID3
* xyz 0 1
C -0.83304 -1.96355 -0.16933
H 1.87064 2.63929 0.32749
H -2.30756 -1.49679 -1.77416
H -1.55224 -1.82563 0.63251
C 1.04268 2.21703 0.90037
H 2.18619 0.39120 1.46214
H -0.80532 -2.35049 -2.35499
H 0.74906 0.75865 2.57036
B -0.18562 0.55246 -0.81216
H -0.07595 -2.71177 0.04137
C 1.30331 0.96299 1.67527
N -0.44585 -0.81493 -0.90946
H 0.44149 2.99433 1.37425
H -0.42688 1.25894 -1.72226
C -1.27381 -1.75845 -1.57403
N 0.31291 1.14671 0.33264
*
```

- HOMO: -8.46 eV
- Energy relative to the best compared isomer or geometry (same formula, charge and spin): 1.748 eV
- LUMO energy: 0.97 eV
- Calculated total energy: -292.11648 Eh
- Molecular weight: 95.94 g/mol



[8]
Here is an isolated molecule of C4H9BN2O2 from the OMol25 dataset. Energies are from ωB97M-V with the def2-TZVPD basis set.

Geometry as ORCA input:
```
! RIJCOSX wB97M-V def2-TZVPD def2/J DEFGRID3
* xyz 0 1
C 0.56122 -0.02704 -0.06758
C 2.15680 1.88201 -0.01643
O -3.31418 -0.95239 0.24948
H 0.96542 -0.38017 -0.95008
B -2.10334 -0.89410 -0.44062
H 0.46402 -3.90694 0.82435
N 0.15763 -2.95297 1.03690
H 1.57484 2.09596 -0.86802
H 0.78072 1.04020 1.64102
H 2.37041 2.77294 0.54248
N -0.17607 -2.34724 0.02414
C -0.61805 -0.90198 0.35047
H -0.94435 -0.68121 1.44973
C 1.11346 0.94483 0.60514
H 2.98497 1.30998 -0.25560
H -2.94141 -1.22915 -2.10204
O -2.09636 -1.09689 -1.80949
H -4.09524 -0.71631 -0.19714
*
```

- HOMO: -8.69 eV
- Energy relative to the best compared isomer or geometry (same formula, charge and spin): 2.507 eV
- LUMO energy: 0.31 eV
- Calculated total energy: -442.64888 Eh
- Molecular weight: 127.94 g/mol



Number 1: gap between HOMO and LUMO 0.372 Ha. Number 2: gap between HOMO and LUMO 0.297 Ha. Number 3: gap between HOMO and LUMO 0.293 Ha. Number 4: gap between HOMO and LUMO 0.326 Ha. Number 5: gap between HOMO and LUMO 0.366 Ha. Number 6: gap between HOMO and LUMO 0.325 Ha. Number 7: gap between HOMO and LUMO 0.346 Ha. Number 8: gap between HOMO and LUMO 0.331 Ha.